Here is a cluster of 18 separate species, C19H7Cl69OP in total at a distorted geometry from OMol25. Energies are from wB97M-V/def2-TZVPD.

Positions of all 97 atoms, in Å:
Cl 5.254 4.794 -6.179
Cl -8.029 2.677 -2.056
Cl -8.562 4.991 -0.402
C 5.745 -0.457 0.310
Cl 5.862 6.491 3.938
Cl 1.046 -5.283 4.410
H 6.493 3.668 -3.982
Cl -0.678 -1.017 1.728
Cl -5.294 -3.615 4.265
Cl -3.872 -4.508 -2.046
Cl -11.638 0.184 3.479
Cl -8.564 5.241 -3.288
Cl -3.242 2.979 -3.177
Cl 5.701 5.118 -9.852
Cl 4.648 1.776 -6.120
Cl 5.663 -5.264 1.130
Cl 3.601 -7.043 0.138
Cl -9.564 -2.299 -1.184
C 9.886 -3.201 2.522
Cl 1.898 -2.205 7.214
Cl 1.732 0.341 5.838
C 7.629 6.534 3.806
Cl -8.770 0.336 3.866
Cl -0.577 -1.409 5.932
H 5.508 2.258 -2.913
Cl 8.390 -3.854 3.220
Cl -13.897 -3.003 1.528
C -10.059 0.070 2.677
Cl -11.487 -4.193 2.610
C 3.415 3.489 3.481
Cl 3.198 -4.176 0.064
Cl 7.133 0.555 -0.109
Cl 2.854 -0.481 -6.385
Cl -5.058 3.091 -0.921
Cl -7.221 -3.787 -1.995
Cl -12.023 -4.333 -0.234
C 4.357 5.244 -4.611
C -0.277 -4.896 3.293
Cl 1.628 -1.673 0.083
Cl 3.444 2.627 5.032
Cl 2.692 5.095 3.710
Cl 5.190 -1.329 -1.132
Cl 8.125 5.745 2.298
Cl 2.447 2.569 2.314
Cl 4.432 0.563 0.922
Cl 8.346 5.677 5.186
Cl 5.714 -0.860 -6.687
H 3.350 4.392 -2.782
Cl -2.512 1.735 -0.666
C -12.756 -4.354 1.380
Cl -1.044 -6.399 2.743
Cl -5.135 -5.636 6.334
Cl 0.364 -4.012 1.895
Cl -9.868 -4.820 -2.584
Cl 8.184 8.220 3.803
Cl -6.591 -3.179 6.820
Cl -3.700 -3.139 6.635
Cl -2.269 -4.076 0.326
C 1.194 -1.349 5.827
Cl 3.012 6.191 -9.793
Cl -0.873 -0.881 -1.153
H 5.043 3.653 -1.451
C 0.198 -0.625 0.236
Cl 5.068 3.665 2.871
C -3.853 2.099 -1.764
Cl -5.153 -4.060 0.515
Cl -10.697 3.801 -1.958
Cl 0.718 1.070 0.283
Cl 10.895 -2.527 3.817
C -8.963 4.177 -1.927
Cl 4.577 -0.353 -4.081
Cl -4.609 0.581 -2.294
Cl 10.771 -4.502 1.700
C -5.181 -3.892 6.014
O 4.033 6.408 -4.474
C -3.760 -4.800 -0.298
Cl -9.877 -1.541 1.958
P 5.766 3.671 -2.719
Cl 6.218 -1.627 1.562
Cl 5.123 -5.412 -1.712
H 6.004 5.116 -2.616
Cl 5.197 7.695 -8.634
Cl -8.890 -4.787 0.148
C 4.397 -5.474 -0.095
H 6.991 3.353 -2.006
Cl 5.014 7.394 -11.510
C 4.455 0.030 -5.803
C 4.072 4.111 -3.601
C -8.886 -3.923 -1.404
Cl -3.750 -6.547 0.010
Cl -9.952 1.301 1.403
Cl -13.619 -5.886 1.620
Cl -1.477 -3.887 4.121
H 3.604 3.244 -4.147
Cl 1.725 -2.122 4.322
C 4.731 6.600 -9.946
Cl 9.490 -1.927 1.357

Output
- charge = -1
- HOMO energy (eV) = -3.86
- gap between HOMO and LUMO (eV) = 4.766
- maximum force (eV/A) = 3.233
- multiplicity = 1
- DFT total energy (Eh) = -32897.70663

***

Here is a structure of composition CuH32O20S at a distorted geometry from OMol25. Energies are from wB97M-V/def2-TZVPD.

Positions of all 54 atoms, in Å:
H -15.390 -21.300 -3.495
H -17.373 -19.887 0.947
H -12.059 -18.064 3.305
H -16.366 -23.720 -0.003
H -12.626 -18.177 -0.413
O -15.221 -18.456 3.709
H -14.756 -17.788 3.137
H -13.586 -19.189 -2.189
H -11.574 -19.398 2.640
H -13.971 -21.769 4.551
O -16.418 -21.233 2.719
O -13.692 -19.205 -0.611
H -12.976 -19.697 -3.490
O -13.509 -21.037 4.147
O -14.843 -21.247 -0.510
O -12.639 -21.038 0.386
O -14.228 -16.955 1.553
H -13.745 -17.577 1.077
H -11.205 -20.563 -2.676
H -11.458 -19.292 -1.857
H -14.788 -17.943 -0.897
O -13.306 -23.238 1.754
H -14.037 -23.595 1.164
O -14.915 -21.909 -2.918
H -16.469 -21.331 -0.493
H -14.987 -18.270 4.617
H -9.801 -21.793 0.579
O -14.439 -20.062 1.473
H -13.011 -22.483 1.254
H -15.173 -22.797 -0.057
Cu -13.951 -19.731 3.104
O -17.408 -21.098 -0.733
H -17.238 -20.713 2.658
H -16.165 -17.349 -0.916
H -11.188 -20.923 0.677
S -13.919 -20.352 0.165
O -10.764 -19.924 -2.067
H -17.915 -21.811 -0.345
H -12.143 -21.970 -0.656
O -12.318 -18.785 2.711
O -13.523 -18.976 -3.106
O -11.830 -22.625 -1.317
H -15.081 -21.597 -2.030
O -10.262 -20.996 0.956
O -15.251 -17.171 -1.157
H -12.910 -20.704 4.758
H -12.648 -23.087 -1.485
H -16.132 -19.103 1.315
O -17.078 -19.002 1.177
H -11.268 -17.829 0.067
O -12.090 -17.381 -0.179
O -15.449 -23.694 0.115
H -15.803 -20.880 2.087
H -14.904 -16.781 0.917

Output
- ΔE to the lowest compared entry with this formula, charge and spin (kJ/mol) = 167.6
- charge = -1
- HOMO energy (eV) = -5.47
- gap between HOMO and LUMO (eV) = 6.943
- maximum force (eV/A) = 4.505
- multiplicity = 1
- DFT total energy (Eh) = -3562.70043

***

Here is a structure of composition C5H7NO at a distorted geometry from OMol25. Energies are from wB97M-V/def2-TZVPD.

Positions of all 14 atoms, in Å:
H -2.009 -0.818 0.612
H 1.785 0.214 0.513
H -1.291 1.654 -0.653
C -0.150 -0.194 -1.221
C -0.954 -0.875 0.979
N 0.998 -0.268 0.891
C -0.261 0.528 1.026
H -0.938 -1.561 1.862
H -0.202 1.249 1.897
C -0.489 1.002 -0.440
H -0.701 -0.511 -2.104
H 0.544 -2.136 -0.245
O 0.709 0.955 -1.249
C 0.213 -1.102 -0.034

Output
- ΔE to the lowest compared entry with this formula, charge and spin (kJ/mol) = 319.3
- HOMO energy (eV) = -9.32
- gap between HOMO and LUMO (eV) = 10.441
- maximum force (eV/A) = 1.898
- multiplicity = 1
- DFT total energy (Eh) = -324.60285

***

Here is a structure of composition C12H27ClIMoN2OP2S at a distorted geometry from OMol25. Energies are from wB97M-V/def2-TZVPD.

Positions of all 48 atoms, in Å:
C -0.098 0.619 5.194
H -2.606 2.162 0.465
H -1.028 -2.396 4.656
H 2.891 -2.499 -0.280
C -0.002 -0.260 3.135
C -3.136 -1.552 0.289
H 0.071 1.605 2.158
H -2.570 1.026 1.862
H -2.883 -2.458 -0.275
H 2.691 2.125 0.465
N -0.075 -0.543 4.450
H 4.012 0.137 -1.805
H -0.167 -1.814 6.111
H 2.675 1.300 -2.145
H -0.871 0.235 -7.414
H 0.775 -2.432 4.718
H -0.147 0.539 6.267
C 2.951 1.118 0.817
H 2.520 -0.406 -2.666
N 0.025 1.096 3.043
C -2.882 1.161 0.818
H -3.965 0.194 -1.803
H 2.639 0.988 1.861
C 2.920 0.260 -1.887
H -2.612 1.338 -2.143
H 4.043 0.988 0.756
C -0.127 -1.885 5.009
H -2.482 -0.369 -2.666
O 0.044 2.770 -5.837
C 0.030 0.863 -7.373
P 2.167 -0.134 -0.272
I 0.024 0.196 -4.360
H 2.990 -1.795 1.354
H 0.925 0.226 -7.416
C 3.155 -1.599 0.288
H -0.039 2.713 4.472
H -2.978 -1.748 1.356
Mo 0.019 -0.984 -0.264
P -2.121 -0.105 -0.272
C -0.041 1.651 4.315
H 4.217 -1.362 0.129
S 0.016 -1.507 1.925
C 0.035 1.587 -6.050
H -4.193 -1.299 0.123
H -3.976 1.049 0.761
C -2.871 0.301 -1.885
H 0.033 1.594 -8.205
Cl 0.000 -2.694 -1.783

Output
- ΔE to the lowest compared entry with this formula, charge and spin (kJ/mol) = 0.0
- charge = +3
- HOMO energy (alpha / beta) (eV) = -16.97 / -16.95
- gap between HOMO and LUMO (alpha / beta) (eV) = 4.395 / 4.811
- maximum force (eV/A) = 4.581
- multiplicity = 3
- DFT total energy (Eh) = -2564.16342

***

Here is a cluster of 8 separate species, C40H40N8 in total at a distorted geometry from OMol25. Energies are from wB97M-V/def2-TZVPD.

Positions of all 88 atoms, in Å:
H -4.183 4.705 1.466
C -5.239 0.730 2.455
H -3.885 2.422 0.435
H 0.540 -1.013 1.702
C 0.082 -1.498 5.238
C 1.094 -5.497 -0.469
C -0.836 5.348 -2.088
H -4.998 6.384 -2.232
H -7.340 0.650 2.641
C 4.516 0.741 -3.797
C -4.578 4.297 -2.310
C -4.228 4.527 0.401
C -6.562 -1.064 1.522
C -0.689 4.201 -2.804
N -0.345 -0.632 4.292
H -4.673 4.202 -3.382
C 3.890 -1.043 4.605
H 3.676 -0.416 5.458
N 5.528 1.165 -4.591
C 3.938 -0.535 -3.919
C 5.073 -3.024 3.887
C -5.362 -1.614 1.024
H 1.520 7.090 -3.796
H -1.657 0.001 0.976
H 1.069 -1.417 5.668
H 4.166 1.424 -3.038
C -4.631 5.535 -1.675
N 3.083 -4.776 -2.306
H 2.356 -0.383 3.281
H -5.204 1.704 2.920
N 3.240 -2.136 2.541
H -1.957 0.131 3.208
C 0.877 5.055 -4.184
C -0.821 0.774 -0.849
H 3.907 -2.289 -5.181
C 1.288 -6.232 -1.684
N -4.101 0.169 2.016
C -4.136 -0.954 1.277
C 0.012 6.398 -2.417
H -1.773 1.211 -1.113
C 2.966 -4.171 -1.090
H -3.555 -1.725 4.005
C 1.926 -4.408 -0.193
C 1.566 -0.432 -0.107
C -0.764 -2.472 5.728
C 5.927 0.343 -5.628
H -5.358 -2.490 0.391
H 0.619 -7.040 -1.941
C -0.778 0.070 0.352
C 3.147 -1.098 3.454
H 2.300 -6.201 -3.570
H -4.098 2.270 -2.052
H -1.530 5.425 -1.264
H 0.378 -5.734 0.305
C -1.604 -0.694 3.809
N 1.554 0.235 -1.290
H 5.811 -3.802 4.016
H 6.790 0.705 -6.167
H 0.004 7.256 -1.761
H -0.430 -3.156 6.494
H 3.160 -0.887 -3.258
C -2.056 -2.603 5.214
H 5.603 -1.561 -6.667
C -4.279 3.209 -1.550
H -7.481 -1.615 1.389
H 2.333 -1.161 0.109
C 0.403 0.880 -1.575
C 5.349 -0.933 -5.826
C -2.503 -1.678 4.245
H 4.309 -3.793 2.048
H 3.626 -3.366 -0.804
C 4.904 -1.998 4.829
C 0.882 6.281 -3.472
C 4.259 -2.973 2.749
C 0.459 -0.457 0.779
H -3.211 -1.343 0.878
H 5.548 -1.934 5.694
N -4.619 5.632 -0.326
C -6.481 0.151 2.220
C -4.099 3.298 -0.160
N 0.106 4.027 -3.881
H -2.777 -3.352 5.507
C 2.247 -5.804 -2.567
H 1.575 4.969 -5.003
H -1.315 3.374 -2.502
H 0.458 1.517 -2.445
H 1.760 -3.792 0.678
C 4.313 -1.310 -4.975

Output
- ΔE to the lowest compared entry with this formula, charge and spin (kJ/mol) = 162.6
- HOMO energy (eV) = -8.95
- gap between HOMO and LUMO (eV) = 9.358
- maximum force (eV/A) = 2.716
- multiplicity = 1
- DFT total energy (Eh) = -1986.17358
- SMILES = c1ccncc1.c1ccncc1.c1ccncc1.c1ccncc1.c1ccncc1.c1ccncc1.c1ccncc1.c1ccncc1

***

Here is a cluster of 2 separate species, C3H9ClNOP in total at a distorted geometry from OMol25. Energies are from wB97M-V/def2-TZVPD.

Positions of all 16 atoms, in Å:
C -3.972 0.068 -0.010
H -4.976 -0.094 0.614
N 1.952 0.090 0.049
H -3.285 0.808 0.452
P 0.007 0.474 0.024
O -0.154 1.391 -1.037
H 3.694 0.449 -0.906
H -3.454 -0.886 -0.176
H 1.503 -0.796 1.789
H -4.378 0.396 -1.031
H 3.034 -1.556 0.850
Cl -0.319 -1.469 -0.844
C 2.468 -0.638 1.147
H 2.131 1.212 -1.786
H 3.213 -0.076 1.784
C 2.537 0.625 -0.918

Output
- ΔE to the lowest compared entry with this formula, charge and spin (kJ/mol) = 149.1
- HOMO energy (eV) = -8.93
- gap between HOMO and LUMO (eV) = 8.618
- maximum force (eV/A) = 5.195
- multiplicity = 1
- DFT total energy (Eh) = -1051.22710

***

Which of these has the highest maximum force?
C3H9ClNOP